Molecular formula: C14H25Br2F3N8OP
Method: DFT, wB97M-V/def2-TZVPD

The value obtained for the LUMO energy is -0.1117 hartree. As for the molecular weight: 569.185 g mol⁻¹. For the HOMO-LUMO gap, the calculation gives 8.3 eV. For the calculated total energy, the calculation gives -186408.292 eV. The value obtained for the HOMO energy is -11.30 eV.

The geometry in ORCA input format:
```
! RIJCOSX wB97M-V def2-TZVPD def2/J DEFGRID3
* xyz 1 1
N -0.360 1.788 2.131
N -0.301 0.408 2.297
C 0.207 -0.475 1.446
N 0.251 -1.894 1.752
C 0.910 -2.371 0.583
P 1.472 -4.097 0.060
N 2.658 -4.644 1.272
O 0.142 -5.189 0.072
N 1.208 -1.364 -0.384
N 0.759 -0.188 0.173
C 0.967 1.077 -0.581
C -0.373 1.855 -0.977
C -0.036 2.731 -2.294
F 1.331 3.154 -2.305
Br -1.088 4.440 -2.211
C -0.382 1.985 -3.683
F 0.773 1.394 -4.215
F -1.456 1.098 -3.611
Br -0.909 3.408 -4.995
H 0.597 2.160 2.108
H -0.798 2.174 2.978
H -0.691 0.025 3.175
H 3.514 -4.962 0.792
H 2.956 -3.799 1.794
H 0.428 -5.923 -0.518
H 1.678 -1.453 -1.298
H 1.730 1.759 -0.070
H 1.467 0.782 -1.569
H -1.259 1.169 -1.121
H -0.692 2.629 -0.199
C -4.759 1.948 5.176
C -4.097 2.402 6.473
C -2.817 3.209 6.239
C -1.813 2.374 5.506
N -1.029 1.720 4.937
H -4.111 1.277 4.606
H -5.680 1.404 5.390
H -5.009 2.804 4.542
H -3.874 1.523 7.084
H -4.805 3.015 7.037
H -2.389 3.522 7.194
H -3.029 4.107 5.652
C 2.100 -0.885 -5.106
C 3.159 -1.980 -5.092
C 2.575 -3.366 -5.371
C 1.561 -3.699 -4.323
N 0.773 -3.957 -3.500
H 1.354 -1.037 -4.322
H 2.559 0.089 -4.932
H 1.584 -0.850 -6.069
H 3.659 -1.976 -4.118
H 3.920 -1.755 -5.844
H 3.366 -4.119 -5.360
H 2.095 -3.394 -6.352
*
```

Mulliken atomic charge list, values in e, 6 entries: -0.54, 0.06, 0.46, -0.59, 0.20, 0.28



Molecular formula: C14H25Cl2N2OP2Y
Method: DFT, wB97M-V/def2-TZVPD

The value obtained for the LUMO energy is -0.2555 hartree. As for the molecular weight: 459.127 g mol⁻¹. For the HOMO-LUMO gap, the calculation gives 8.7 eV. As for the energy above the lowest of the compared OMol25 structures with the same formula, charge and spin: 0.0 kcal per mole. For the calculated total energy, the calculation gives -64606.564 eV. The value obtained for the HOMO energy is -15.67 eV.

The geometry in ORCA input format:
```
! RIJCOSX wB97M-V def2-TZVPD def2/J DEFGRID3
* xyz 2 1
C -1.763 -0.061 -3.459
C -0.325 -0.144 -3.085
H -2.377 -0.021 -2.550
H -2.029 -0.947 -4.061
H -1.947 0.841 -4.067
O 0.101 -0.087 -1.899
Cl 0.705 -0.351 -4.420
Y 0.359 0.084 0.550
P 0.389 -2.781 0.468
C -0.791 -3.657 1.561
C 0.009 -3.480 -1.179
H 0.090 -4.577 -1.164
H 1.853 -4.716 0.729
H 0.708 -3.075 -1.924
H 2.757 -3.251 0.217
H -1.813 -3.428 1.234
H -1.010 -3.198 -1.476
C 1.958 -3.631 0.868
H -0.632 -4.744 1.535
H 2.241 -3.417 1.906
H -0.672 -3.298 2.590
P 0.098 2.912 0.193
C -1.041 3.843 1.279
C 1.653 3.858 0.388
H 0.243 2.991 -2.230
H -0.441 4.510 -1.577
H -1.446 3.037 -1.685
C -0.437 3.417 -1.480
H 2.414 3.455 -0.293
H 1.497 4.925 0.181
H -1.018 4.920 1.064
H -0.755 3.677 2.326
H 2.025 3.731 1.414
H -2.062 3.462 1.146
Cl 2.650 0.191 1.397
N -0.077 -1.735 6.729
C -0.603 -1.228 5.813
C -1.241 -0.619 4.659
C -2.582 -0.232 4.683
C -3.147 0.340 3.549
C -2.385 0.455 2.394
N -1.094 0.026 2.356
C -0.503 -0.460 3.488
H -3.158 -0.389 5.592
H -4.179 0.686 3.543
H -2.784 0.902 1.479
H 0.571 -0.705 3.423
*
```

Mulliken atomic charge list, values in e, 6 entries: -1.04, 0.65, 0.24, 0.40, 0.37, -0.47



Molecular formula: C14H25Cl2N3
Method: DFT, wB97M-V/def2-TZVPD

The value obtained for the LUMO energy (spin up / spin down) is 0.0922 / 0.0921 hartree. As for the molecular weight: 306.281 g mol⁻¹. For the HOMO-LUMO gap (spin up / spin down), the calculation gives 1.8 / 11.0 eV. As for the energy above the lowest of the compared OMol25 structures with the same formula, charge and spin: 18.8 kcal per mole. For the calculated total energy, the calculation gives -44436.223 eV. The value obtained for the HOMO energy (spin up / spin down) is 0.71 / -8.52 eV. As for the expectation value of S²: 0.750.

The geometry in ORCA input format:
```
! RIJCOSX wB97M-V def2-TZVPD def2/J DEFGRID3
* xyz -1 2
C -15.798 -52.937 -5.716
C -14.852 -52.469 -4.674
C -14.173 -53.623 -3.827
C -12.961 -53.162 -3.065
N -12.004 -52.805 -2.478
H -15.227 -53.604 -6.362
H -16.236 -52.154 -6.335
H -16.566 -53.566 -5.266
H -15.431 -52.002 -3.878
H -14.213 -51.587 -4.727
H -13.856 -54.451 -4.462
H -14.808 -54.040 -3.045
C -8.850 -45.276 -4.007
C -7.781 -45.712 -3.027
C -6.420 -45.768 -3.559
C -5.353 -46.300 -2.649
N -4.561 -46.621 -1.927
H -8.670 -44.319 -4.497
H -9.807 -45.115 -3.510
H -9.021 -45.967 -4.832
H -8.058 -46.627 -2.504
H -7.796 -44.900 -2.299
H -6.053 -44.771 -3.801
H -6.481 -46.432 -4.421
C -13.403 -46.449 -2.110
C -12.655 -47.104 -3.237
C -13.412 -48.232 -4.051
C -14.622 -47.867 -4.709
N -15.642 -47.587 -5.162
H -13.765 -47.212 -1.422
H -14.377 -46.078 -2.430
H -12.799 -45.693 -1.607
H -11.638 -47.330 -2.916
H -12.410 -46.459 -4.081
H -13.751 -49.042 -3.406
H -12.727 -48.636 -4.797
Cl -14.635 -50.906 -0.661
C -12.967 -50.238 -0.519
C -12.358 -50.914 0.651
Cl -10.670 -50.431 0.935
H -13.072 -49.166 -0.354
H -12.418 -50.478 -1.430
H -12.454 -51.984 0.470
H -12.936 -50.648 1.537
*
```

Mulliken atomic charge list, values in e, 6 entries: -1.28, -0.07, -0.19, -0.20, -0.37, 0.33



Molecular formula: C14H25Cl3O2Ti
Method: DFT, wB97M-V/def2-TZVPD

The value obtained for the LUMO energy is 0.1690 hartree. As for the molecular weight: 379.578 g mol⁻¹. For the HOMO-LUMO gap, the calculation gives 3.7 eV. As for the energy above the lowest of the compared OMol25 structures with the same formula, charge and spin: 0.0 kcal per mole. For the calculated total energy, the calculation gives -79707.109 eV. The value obtained for the HOMO energy is 0.92 eV.

The geometry in ORCA input format:
```
! RIJCOSX wB97M-V def2-TZVPD def2/J DEFGRID3
* xyz -2 1
C 1.059 -1.327 -2.436
C -0.294 -1.311 -2.888
C -1.003 -2.277 -2.140
C -0.880 -0.385 -3.882
C -0.107 -2.864 -1.194
C 1.186 -2.290 -1.414
C 2.418 -2.666 -0.699
C 2.116 -0.429 -2.937
C -2.437 -2.553 -2.259
C -0.457 -3.911 -0.231
Ti -0.086 1.382 0.379
Cl -1.674 1.431 -1.258
Cl 0.625 3.416 -0.466
Cl -1.418 -0.389 1.246
H -0.091 0.105 -4.479
H -1.437 0.417 -3.340
H -1.601 -0.899 -4.532
H -3.006 -1.613 -2.344
H -2.825 -3.093 -1.389
H -2.682 -3.154 -3.148
H -1.435 -3.684 0.210
H 0.320 -3.983 0.536
H -0.513 -4.895 -0.714
H 2.197 -2.985 0.327
H 3.137 -1.836 -0.699
H 2.924 -3.515 -1.179
H 1.690 0.562 -3.136
H 2.569 -0.775 -3.871
H 2.922 -0.342 -2.211
O 1.483 0.390 0.133
H 2.090 0.429 0.889
C -1.132 2.052 4.138
C -0.269 2.836 3.158
C -0.969 4.125 2.737
C 1.024 3.204 3.882
O -0.007 2.057 2.027
H -1.399 2.690 4.994
H -0.576 1.176 4.495
H -2.046 1.693 3.654
H -1.191 4.772 3.601
H -0.338 4.659 2.018
H -1.909 3.886 2.234
H 1.544 2.311 4.243
H 1.717 3.730 3.219
H 0.761 3.854 4.728
*
```

Mulliken atomic charge list, values in e, 6 entries: 0.58, 0.19, 0.77, -1.10, 0.47, 0.47